C2H6N2S2 | wB97M-V/def2-TZVPD

maximum force	3.7	eV Å⁻¹
frontier orbital gap	9.264	eV
multiplicity	1
LUMO energy	0.39	eV
energy	-26819.82479	eV

```
12
Properties=species:S:1:pos:R:3:forces:R:3
C -2.4570 0.2778 0.4672 0.86 -1.56 0.29
C 0.2008 -0.0194 -0.0494 2.67 0.18 -1.30
H -2.4061 1.0385 1.3965 -0.48 -1.88 -2.34
H -1.8948 -0.8108 0.7675 -2.36 2.82 -0.23
H -3.4659 0.1630 -0.1461 2.08 0.31 1.83
H 1.1157 0.5458 -1.8840 0.09 0.02 0.93
H 2.5090 -1.0468 -0.4605 1.17 0.78 0.39
H 3.1113 0.4514 0.2202 -1.63 -1.18 -1.86
N 1.2973 0.3484 -0.8914 -0.13 -0.15 1.42
N 2.6735 -0.0378 -0.6498 -1.12 -0.39 1.05
S -1.1838 0.7330 -0.7924 -1.05 0.02 1.06
S 0.3571 -0.9871 1.3167 -0.10 1.04 -1.22
```
Forces are in eV/Å.



C2H6N2Si | wB97M-V/def2-TZVPD

maximum force	3.5	eV Å⁻¹
frontier orbital gap (alpha / beta)	7.663 / 8.087	eV
multiplicity	1
LUMO energy (alpha / beta)	0.31 / 0.32	eV
energy	-13024.47144	eV

```
11
Properties=species:S:1:pos:R:3:forces:R:3
C 1.0644 -0.4886 -1.4435 -0.62 1.40 2.55
C 1.6543 -0.0237 -0.3410 1.10 1.72 -0.91
N -1.2207 1.3604 0.2071 -1.69 -3.12 0.09
N -0.8991 -1.3649 0.8567 0.80 0.46 0.28
Si -0.1033 0.0345 0.1698 1.24 -1.30 -1.70
H 1.4100 -0.3909 -2.4544 -0.06 -0.40 -0.47
H 3.3087 1.0868 -0.5769 -2.16 -1.58 0.61
H -2.1814 0.8625 0.1200 1.89 1.89 0.23
H -1.2407 2.3580 0.0630 0.27 -0.36 -0.16
H -0.5006 -2.1954 1.3501 -0.22 1.42 -0.99
H -1.7852 -1.1229 1.2471 -0.55 -0.15 0.47
```
Forces are in eV/Å.



C2H6N3 | wB97M-V/def2-TZVPD

maximum force	3.4	eV Å⁻¹
frontier orbital gap (alpha / beta)	9.107 / 9.106	eV
charge	+1
multiplicity	1
LUMO energy (alpha / beta)	-4.80 / -4.80	eV
energy	-6630.57851	eV

```
11
Properties=species:S:1:pos:R:3:forces:R:3
C 1.1667 -0.1631 0.0543 -0.96 -1.46 -0.74
C -2.0328 -0.1752 0.2176 -1.78 -1.31 1.81
N -0.3824 0.9088 -1.0632 1.68 0.66 -0.46
N -1.4117 0.6518 -0.7161 -0.57 0.34 -0.15
N 2.3605 0.2462 0.0698 2.70 2.02 0.27
H 1.0855 -1.2561 0.0660 0.08 -0.02 0.55
H -2.3642 -1.0361 -0.3486 0.15 -0.47 -0.31
H -3.0637 0.2061 0.5704 2.15 -0.02 -0.07
H -1.2369 -0.5303 0.9628 -1.22 0.86 -0.64
H 3.3398 -0.0763 0.2860 -1.62 -1.37 -0.28
H 2.5390 1.2241 -0.0991 -0.62 0.79 0.02
```
Forces are in eV/Å.



Asked for energy relative to the best compared isomer or geometry (same formula, charge and spin) across the records above, the calculation gives 45.88 90.85 103.96 kcal per mole in order.